Density functional theory data (wB97M-V/def2-TZVPD) for a 16-piece molecular cluster, C96H80F16 overall at a distorted geometry.

Last column: Löwdin charge in e.
Element x y z (Å)
1 F -5.04702 -1.23487 -0.99771  0.0619
2 C -6.16906 -0.56014 -0.72223  -0.3014
3 C -6.27724 0.74602 -1.06740  -0.0428
4 C -7.43639 1.41551 -0.79142  -0.1016
5 C -8.45984 0.76311 -0.16687  -0.0721
6 C -8.42986 -0.67195 -0.01184  -0.0579
7 C -7.25233 -1.31135 -0.25702  -0.0321
8 H -5.41604 1.22810 -1.50596  0.1205
9 H -7.46870 2.46890 -1.02745  0.1037
10 H -9.31231 1.33545 0.16799  0.0973
11 H -9.19938 -1.15982 0.56799  0.1025
12 H -7.11048 -2.37904 -0.17756  0.1211
13 F 3.55459 5.69696 4.49381  0.0390
14 C 4.20982 4.60886 3.99233  -0.2672
15 C 3.38641 3.65433 3.36876  0.0046
16 C 4.07337 2.53791 2.81029  -0.0548
17 C 5.47889 2.34084 2.93766  -0.0945
18 C 6.13203 3.19258 3.75930  -0.1070
19 C 5.52568 4.35099 4.24430  -0.0260
20 H 2.32609 3.71595 3.17302  0.0941
21 H 3.54794 1.81035 2.20949  0.0862
22 H 5.85756 1.38776 2.59904  0.1027
23 H 7.16348 3.02102 4.02962  0.1063
24 H 6.16724 5.03154 4.78435  0.1168
25 F 0.66289 3.63203 5.43071  0.0426
26 C 0.46465 2.30285 5.60684  -0.2559
27 C 0.34873 1.37623 4.54455  -0.0052
28 C 0.04556 0.00399 4.73996  -0.0435
29 C 0.03954 -0.38559 6.08962  -0.1146
30 C 0.17789 0.46953 7.12711  -0.1088
31 C 0.33474 1.82841 6.92020  -0.0246
32 H 0.52981 1.60506 3.50471  0.0810
33 H 0.09372 -0.76314 3.98128  0.0980
34 H -0.17236 -1.39321 6.41548  0.1001
35 H 0.21579 0.07517 8.13182  0.1092
36 H 0.55676 2.47486 7.75639  0.1161
37 F 6.29466 -3.87027 -4.60394  0.0947
38 C 5.02526 -3.87649 -4.26763  -0.2947
39 C 4.39815 -5.07817 -3.96301  -0.0223
40 C 3.14351 -5.16975 -3.39259  -0.0870
41 C 2.48288 -3.97919 -3.17898  -0.1002
42 C 3.04368 -2.77100 -3.54840  -0.0731
43 C 4.35659 -2.67987 -4.00363  0.0123
44 H 4.85586 -6.02431 -4.21143  0.1138
45 H 2.63321 -6.09529 -3.17038  0.1091
46 H 1.46247 -3.95212 -2.82626  0.0862
47 H 2.52780 -1.84811 -3.32802  0.0737
48 H 4.93332 -1.77044 -4.08575  0.0851
49 F 5.29500 0.38987 -6.81036  0.0221
50 C 4.34333 0.83019 -7.71259  -0.2356
51 C 3.07727 1.28726 -7.20614  -0.0231
52 C 2.03851 1.60771 -8.06102  -0.0742
53 C 2.25265 1.42222 -9.42835  -0.1170
54 C 3.30933 0.72787 -9.90728  -0.0837
55 C 4.35969 0.41905 -9.01804  -0.0223
56 H 3.00199 1.38700 -6.13340  0.1004
57 H 1.07459 1.97466 -7.74069  0.1078
58 H 1.48640 1.74701 -10.11667  0.1026
59 H 3.33218 0.39889 -10.93570  0.1067
60 H 5.27883 -0.03700 -9.35508  0.1145
61 F -1.84139 -5.75500 3.33875  0.0228
62 C -2.86450 -6.12981 4.17127  -0.2792
63 C -3.60127 -5.14704 4.87189  -0.0044
64 C -4.78725 -5.59223 5.53056  -0.0796
65 C -5.01638 -6.94224 5.66830  -0.1170
66 C -4.08256 -7.86021 5.24540  -0.0716
67 C -3.10154 -7.46363 4.31515  -0.0153
68 H -3.33859 -4.10871 4.73310  0.1124
69 H -5.46414 -4.81662 5.85710  0.1036
70 H -6.02232 -7.27438 5.87851  0.1061
71 H -4.28731 -8.90115 5.44766  0.1035
72 H -2.40449 -8.16733 3.88467  0.1175
73 F -6.05416 0.90651 8.95656  0.0590
74 C -5.15148 1.71785 8.36809  -0.3113
75 C -4.62700 2.76808 9.11877  -0.0112
76 C -3.55707 3.56433 8.65977  -0.0523
77 C -3.00016 3.16594 7.42942  -0.1108
78 C -3.57284 2.18384 6.64290  -0.0631
79 C -4.63613 1.41905 7.17071  -0.0204
80 H -5.11931 2.91694 10.06844  0.1103
81 H -3.11770 4.36427 9.23724  0.1008
82 H -2.20220 3.79121 7.05700  0.0930
83 H -3.10719 2.02970 5.68071  0.0945
84 H -5.06464 0.59347 6.62190  0.1159
85 F -2.87223 -1.93520 -6.00852  0.0285
86 C -1.99780 -1.20867 -5.24526  -0.2645
87 C -2.47774 -0.49002 -4.13382  -0.0147
88 C -1.55922 0.26733 -3.45472  -0.0858
89 C -0.24710 0.43183 -3.90787  -0.0909
90 C 0.24936 -0.32667 -4.96327  -0.0701
91 C -0.65174 -1.17686 -5.65915  0.0039
92 H -3.47845 -0.51758 -3.72860  0.1120
93 H -1.79847 0.88617 -2.60254  0.1012
94 H 0.46716 1.10710 -3.46039  0.0850
95 H 1.26010 -0.17288 -5.31134  0.0839
96 H -0.28488 -1.74527 -6.50101  0.1119
97 F 1.05688 3.61441 -2.56520  -0.0095
98 C 0.65554 4.31238 -1.38530  -0.1997
99 C 1.67951 5.06539 -0.72107  -0.0225
100 C 1.45147 5.69254 0.48624  -0.0668
101 C 0.17107 5.55483 1.06980  -0.1024
102 C -0.83975 4.83358 0.50624  -0.0740
103 C -0.60954 4.31027 -0.79070  -0.0189
104 H 2.68006 5.04184 -1.12700  0.0978
105 H 2.17525 6.16878 1.13101  0.1046
106 H -0.13041 6.05140 1.98026  0.1034
107 H -1.82309 4.82113 0.95265  0.0843
108 H -1.28871 3.62640 -1.27801  0.1069
109 F -3.04141 -1.75576 1.49936  0.0815
110 C -4.13620 -2.30611 2.00194  -0.2973
111 C -4.30468 -3.63855 1.94004  -0.0463
112 C -5.38729 -4.22222 2.51414  -0.0938
113 C -6.37915 -3.41669 3.09300  -0.0881
114 C -6.27710 -2.02195 3.14885  -0.0736
115 C -5.18183 -1.51006 2.49433  -0.0294
116 H -3.59870 -4.26684 1.41730  0.1214
117 H -5.46241 -5.29588 2.60370  0.1127
118 H -7.19675 -3.86244 3.64002  0.0965
119 H -6.95931 -1.32198 3.60823  0.1099
120 H -5.11987 -0.43352 2.43400  0.1107
121 F 2.49765 -1.99876 2.20312  0.0650
122 C 2.63819 -3.18736 1.62925  -0.2949
123 C 3.64601 -3.35582 0.66174  0.0241
124 C 3.61623 -4.61628 -0.01706  -0.0932
125 C 2.73040 -5.60106 0.26220  -0.1291
126 C 1.86102 -5.49949 1.31083  -0.0862
127 C 1.78905 -4.25718 1.97169  -0.0113
128 H 4.39748 -2.68984 0.26404  0.1106
129 H 4.38061 -4.76567 -0.76525  0.0998
130 H 2.86273 -6.51648 -0.29539  0.1071
131 H 1.15505 -6.24881 1.63720  0.1029
132 H 1.05202 -4.12943 2.75070  0.1074
133 F -0.64144 -7.78960 -2.63680  0.0368
134 C -0.85126 -6.45979 -2.34574  -0.2657
135 C -1.27437 -5.56435 -3.32291  0.0134
136 C -1.51935 -4.14779 -3.01783  -0.0272
137 C -1.28174 -3.75947 -1.70725  -0.1167
138 C -0.91653 -4.65583 -0.73257  -0.0923
139 C -0.73221 -5.97744 -1.05756  -0.0369
140 H -1.41394 -5.91904 -4.33342  0.1063
141 H -1.92862 -3.52426 -3.79893  0.0845
142 H -1.50061 -2.72797 -1.47381  0.0938
143 H -1.00633 -4.35274 0.30013  0.0992
144 H -0.50367 -6.74843 -0.33662  0.1133
145 F 6.87576 -0.24800 -4.55604  0.0388
146 C 6.72704 0.44592 -3.38683  -0.2860
147 C 5.47022 0.68904 -2.85332  -0.0136
148 C 5.35497 1.66735 -1.84715  -0.0681
149 C 6.50390 2.39383 -1.41398  -0.0721
150 C 7.74199 2.00694 -1.96896  -0.0757
151 C 7.86301 0.98512 -2.90631  -0.0256
152 H 4.55083 0.30906 -3.27372  0.0971
153 H 4.42616 1.94138 -1.36901  0.0791
154 H 6.45855 3.17865 -0.67344  0.0970
155 H 8.65336 2.39825 -1.54156  0.1012
156 H 8.82123 0.69814 -3.31354  0.1245
157 F 2.15151 5.77127 -4.67751  0.0474
158 C 3.28792 5.18890 -5.16207  -0.2784
159 C 4.08721 4.53569 -4.25532  -0.0154
160 C 5.18265 3.79567 -4.69288  -0.0618
161 C 5.58162 3.82830 -6.04548  -0.0935
162 C 4.81996 4.53101 -6.96277  -0.0692
163 C 3.65011 5.18339 -6.48283  -0.0166
164 H 3.78404 4.48767 -3.21986  0.0952
165 H 5.87999 3.36428 -3.98999  0.0818
166 H 6.51634 3.34022 -6.27886  0.1032
167 H 5.15239 4.58969 -7.98866  0.1041
168 H 3.03112 5.66807 -7.22333  0.1111
169 F -5.65886 4.27503 -0.42515  0.0763
170 C -4.94689 4.32209 0.68531  -0.3188
171 C -4.86938 5.54175 1.28504  -0.0184
172 C -4.29495 5.69807 2.58876  -0.0433
173 C -3.68946 4.52703 3.14020  -0.0786
174 C -3.80022 3.27282 2.47090  -0.0887
175 C -4.46645 3.16110 1.28599  -0.0217
176 H -5.19047 6.42084 0.74606  0.1141
177 H -4.16220 6.62944 3.11917  0.0973
178 H -3.16125 4.65828 4.07302  0.0871
179 H -3.40389 2.35746 2.88496  0.0959
180 H -4.60751 2.17238 0.87500  0.1033
181 F -1.01165 0.38526 1.78876  0.0357
182 C -0.05946 0.23097 0.83267  -0.2495
183 C 0.70308 1.34346 0.49633  0.0045
184 C 1.70535 1.14250 -0.45429  -0.1123
185 C 1.88935 0.01069 -1.10003  -0.1049
186 C 1.11814 -1.11135 -0.76676  -0.0555
187 C 0.15054 -1.01853 0.23583  -0.0082
188 H 0.62281 2.25455 1.07067  0.1060
189 H 2.33453 1.99959 -0.64387  0.0897
190 H 2.55172 -0.23068 -1.91820  0.0844
191 H 1.13983 -2.09443 -1.21337  0.0901
192 H -0.39123 -1.88325 0.58961  0.0999

Atomic forces in eV per Å
0.69 -0.11 0.00
-1.01 -1.22 -0.42
1.46 0.04 -0.27
-0.21 0.78 0.23
-1.04 -1.64 0.03
0.13 2.46 1.22
0.91 -0.20 -0.61
0.02 0.16 -0.12
-0.23 0.10 0.15
-0.23 -0.14 -0.08
-0.34 -0.14 -0.43
-0.08 -0.09 0.30
0.82 -0.16 -0.19
-2.23 -0.69 0.29
2.08 -1.40 -1.32
0.34 0.96 0.03
-2.77 -0.84 0.29
0.99 0.87 0.27
0.85 0.36 0.11
-0.02 0.49 0.37
-0.39 -0.05 0.10
0.41 0.18 -0.21
0.14 0.02 -0.05
-0.32 0.24 0.20
0.06 -0.59 -0.41
-0.71 -1.64 0.46
-0.18 -0.40 -0.63
1.38 1.38 2.35
-1.06 -1.56 -1.06
0.22 1.23 0.80
0.92 0.55 -0.71
-0.06 0.79 0.00
-0.33 0.39 -0.36
0.18 -0.45 -0.55
-0.17 0.07 0.11
-0.28 0.26 -0.01
1.10 -0.01 -0.70
-2.01 0.22 1.62
0.42 -1.37 -0.49
-0.15 1.05 -0.35
-1.01 0.48 -0.37
0.81 0.54 0.57
0.53 -0.90 -0.24
0.58 0.06 0.00
0.31 -0.21 -0.03
-0.11 -0.21 0.26
-0.27 0.03 -0.11
-0.31 0.21 -0.28
-0.80 0.94 -1.11
-2.65 -1.10 1.12
1.44 0.08 0.35
1.06 -0.01 -0.22
-1.73 0.21 -0.06
1.48 -0.30 0.56
1.18 0.28 -0.68
-0.14 0.15 0.15
0.13 0.11 0.35
-0.21 -0.10 -0.07
0.25 0.16 -0.06
-0.05 -0.35 -0.25
-0.51 0.05 0.43
-0.10 1.68 0.52
-0.44 -1.53 -0.58
1.96 1.22 -0.90
-0.76 0.37 -0.13
-0.04 -0.28 -1.73
0.20 -0.98 1.69
-0.14 0.07 0.12
-0.22 -0.19 0.17
0.10 -0.16 0.95
0.21 -0.16 -0.20
-0.11 -0.11 -0.16
-0.25 0.20 -0.24
0.87 0.82 1.80
0.03 0.77 0.40
-0.89 -2.16 -0.48
-0.47 1.38 0.33
-0.01 -0.06 0.96
0.75 -0.43 -2.55
0.17 0.28 0.24
-0.18 0.00 0.08
0.28 -0.24 -0.26
-0.29 -0.47 -0.14
0.07 -0.10 -0.18
0.39 0.26 0.60
0.42 0.15 -0.39
0.44 -0.76 -0.39
1.34 1.27 0.03
0.68 -0.74 -0.40
-1.77 -0.23 -0.36
-0.13 0.76 0.98
-0.23 -0.34 -0.49
-0.54 -0.18 0.17
-0.32 0.20 0.46
0.08 -0.25 -0.04
-0.32 -0.13 -0.10
-1.37 1.29 2.27
1.38 1.27 0.91
0.00 -1.04 -0.83
-1.67 -0.74 0.71
0.08 0.55 0.48
0.34 0.24 -2.26
0.70 -2.01 -0.82
0.08 0.11 -0.20
0.48 0.18 -0.61
0.66 0.14 0.36
-0.04 -0.29 0.00
-0.66 0.22 0.03
0.56 0.51 -0.35
-1.88 1.39 0.15
1.25 -1.58 -0.83
-2.07 0.40 0.98
-0.29 -0.14 1.08
0.83 -1.24 -1.12
1.27 1.25 0.19
0.40 0.05 0.12
-0.11 -0.04 -0.28
-0.13 -0.35 -0.13
-0.34 -0.37 0.00
0.43 0.19 -0.06
-0.21 0.51 0.64
0.84 -1.23 -1.25
-1.22 -2.26 -0.64
1.19 2.54 0.54
0.37 -1.77 -0.27
-0.73 1.93 0.97
0.30 0.10 -0.22
-0.27 0.67 0.65
-0.07 -0.08 -0.20
-0.35 -0.23 -0.04
0.15 -0.29 -0.21
-0.01 0.20 0.12
-0.16 1.34 0.35
-0.53 1.15 -0.83
-0.16 1.53 -0.14
0.88 -3.64 0.19
-0.80 1.17 -1.23
-0.63 -0.27 0.22
0.58 -1.69 0.44
-0.09 -0.02 -0.11
0.21 0.19 0.13
0.05 0.14 0.31
0.56 -0.01 0.17
0.07 0.19 0.50
-0.55 -0.33 0.77
-1.11 -0.60 -1.55
-0.36 1.15 0.49
1.67 0.63 0.34
-0.04 -1.70 -1.32
-0.26 -0.18 1.19
0.82 1.34 0.82
0.17 -0.36 -0.15
-0.32 -0.28 -0.30
-0.13 -0.05 0.04
0.07 0.38 -0.15
0.00 0.03 -0.06
0.65 -0.08 -0.78
0.05 -0.36 0.37
0.29 -1.19 0.55
0.51 1.09 -0.71
-0.29 0.11 0.95
-0.53 0.14 1.41
0.18 0.13 -1.76
0.04 0.16 0.13
-0.29 -0.29 0.21
-0.05 -0.08 -0.37
-0.36 0.10 -0.12
-0.18 0.21 0.07
-0.35 -0.46 -1.44
-0.09 -0.42 1.32
0.88 1.67 1.91
1.00 -2.81 -1.22
-0.93 0.66 -0.93
0.38 1.23 1.33
-0.27 0.12 -0.68
-0.36 -0.04 -0.05
-0.29 0.17 -0.28
0.03 -0.40 0.13
0.21 0.10 0.30
-0.09 0.09 -0.39
0.19 -0.24 -0.23
0.25 0.27 -0.19
0.00 -1.35 0.47
-0.06 3.67 1.37
-0.21 -4.50 -1.78
-1.43 0.09 1.22
0.24 0.86 0.14
-0.16 0.18 -0.21
0.10 0.12 -0.23
0.59 0.89 0.06
0.70 0.08 -0.44
-0.19 -0.01 -0.10

As for the multiplicity: 1. As for the relative energy (zero: lowest compared OMol25 entry of this formula, charge and spin): 64.0 kcal/mol. The charge is 0. The gap between HOMO and LUMO comes out at 9.408 eV. The LUMO energy is 0.44 eV.